Version a
ORCA calculation (ωB97M-V/def2-TZVPD) on one molecule with the formula C2H5N3O.

The geometry in ORCA input format:
```
! RIJCOSX wB97M-V def2-TZVPD def2/J DEFGRID3
* xyz 0 1
H -2.469 -1.567 -0.106
N -1.857 -0.664 0.041
C -0.630 -0.980 -0.014
N 0.328 0.082 -0.192
N -0.142 1.474 0.093
C 1.732 0.100 -0.061
O 2.452 -0.895 0.110
H -0.106 -1.920 0.016
H -0.723 1.419 1.030
H -0.739 1.866 -0.676
H 2.153 1.084 -0.240
*
```

As for the SMILES: [H]/N=C/N(N)C=O. For the HOMO-LUMO gap, the calculation gives 10.79 eV.

---

Version b
ORCA calculation (ωB97M-V/def2-TZVPD) on a 2-piece molecular cluster, C2H5N3O overall.

The geometry in ORCA input format:
```
! RIJCOSX wB97M-V def2-TZVPD def2/J DEFGRID3
* xyz 0 1
C -0.581 -1.078 0.176
C -0.950 0.176 0.317
N 1.735 -0.830 -0.576
N 1.796 0.203 -0.172
N 1.384 1.236 0.295
O -1.723 0.873 -0.672
H -0.031 -1.609 0.830
H -0.816 -1.769 -0.727
H -0.903 0.712 1.195
H 1.987 1.905 0.602
H -1.899 0.181 -1.267
*
```

For the HOMO-LUMO gap, the calculation gives 10.19 eV.

---

Version c
ORCA calculation (ωB97M-V/def2-TZVPD) on one molecule with the formula C2H5N3O.

The geometry in ORCA input format:
```
! RIJCOSX wB97M-V def2-TZVPD def2/J DEFGRID3
* xyz 0 1
H 0.226 2.167 -1.468
N -0.045 2.013 -0.377
C 0.143 0.763 -0.282
N 0.788 0.073 -1.187
N -0.085 0.127 0.984
C -0.496 -1.056 1.031
O -0.212 -1.864 0.086
H 0.182 -0.840 -1.056
H 0.453 0.535 -2.042
H -0.367 0.783 1.669
H -1.289 -1.469 1.777
*
```

As for the SMILES: [H]/N=C(\N)NC=O. For the HOMO-LUMO gap, the calculation gives 10.30 eV.

---

Least stable: version b

---

Version a
ORCA calculation (ωB97M-V/def2-TZVPD) on C2H5N3O as an isolated structure.

The geometry in ORCA input format:
```
! RIJCOSX wB97M-V def2-TZVPD def2/J DEFGRID3
* xyz 0 1
C -0.553 0.774 -0.009
C 1.374 -2.061 0.384
H 0.919 2.204 -0.705
H -0.678 2.841 -0.046
H -2.349 1.207 0.023
H 1.258 -3.203 0.048
H 2.372 -1.532 1.283
N -0.061 2.042 -0.206
N -1.763 0.364 0.127
N 0.280 -1.471 -0.407
O 0.545 -0.043 0.069
*
```

For the HOMO-LUMO gap, the calculation gives 9.37 eV.

---

Version b
ORCA calculation (ωB97M-V/def2-TZVPD) on one molecule with the formula C2H5N3O.

The geometry in ORCA input format:
```
! RIJCOSX wB97M-V def2-TZVPD def2/J DEFGRID3
* xyz 0 1
C 1.559 -1.043 -0.025
N 1.812 0.199 -0.048
N 0.748 1.038 0.192
C -0.579 0.773 -0.063
N -1.079 -0.370 0.093
O -2.499 -0.172 -0.053
H 2.472 -1.646 -0.227
H 0.542 -1.486 0.329
H 0.979 2.015 -0.170
H -1.150 1.742 -0.200
H -2.803 -1.050 0.173
*
```

As for the SMILES: C=NN/C=N/O. For the HOMO-LUMO gap, the calculation gives 9.87 eV.

---

Least stable: version a

---

Version a
ORCA calculation (ωB97M-V/def2-TZVPD) on C36H40N9PS2V as an isolated structure.

The geometry in ORCA input format:
```
! RIJCOSX wB97M-V def2-TZVPD def2/J DEFGRID3
* xyz 4 2
V -0.130 0.162 0.951
N 1.611 0.034 2.369
C 3.018 0.109 1.937
C 4.047 0.088 2.860
C 5.354 0.150 2.396
C 5.620 0.231 1.028
C 4.580 0.259 0.117
C 3.266 0.197 0.587
P 1.877 0.254 -0.531
C 1.892 -1.260 -1.468
C 2.497 -2.396 -0.896
C 2.633 -3.550 -1.647
C 2.180 -3.577 -2.965
C 1.559 -2.464 -3.527
C 1.390 -1.313 -2.779
C 2.112 1.690 -1.584
C 2.755 1.548 -2.818
C 3.127 2.680 -3.533
C 2.870 3.945 -3.024
C 2.249 4.090 -1.785
C 1.871 2.969 -1.068
H 1.472 -0.855 2.848
H 1.461 0.738 3.087
H 3.845 0.024 3.924
H 6.172 0.136 3.105
H 6.644 0.278 0.677
H 4.788 0.338 -0.945
H 2.907 -2.360 0.106
H 3.122 -4.418 -1.222
H 2.319 -4.472 -3.561
H 1.217 -2.498 -4.555
H 0.911 -0.447 -3.222
H 2.996 0.572 -3.219
H 3.633 2.567 -4.483
H 3.173 4.822 -3.584
H 2.084 5.079 -1.375
H 1.419 3.095 -0.093
S -4.181 -0.728 7.123
N -3.632 0.623 6.451
C -2.925 0.239 5.399
C -2.195 1.127 4.508
C -2.058 2.506 4.713
C -1.242 3.233 3.874
C -0.618 2.600 2.810
N -0.770 1.285 2.568
C -1.533 0.554 3.435
C -1.530 -0.883 3.229
N -0.814 -1.340 2.159
C -0.640 -2.670 2.016
C -1.189 -3.585 2.895
C -1.956 -3.128 3.951
C -2.127 -1.751 4.134
C -2.878 -1.159 5.228
N -3.549 -1.835 6.147
H -2.574 2.973 5.547
H -1.081 4.292 4.030
H 0.020 3.154 2.137
H -0.041 -3.003 1.175
H -1.016 -4.643 2.744
H -2.414 -3.817 4.654
C -1.343 4.362 -3.272
N -1.350 3.732 -1.938
C -1.247 2.440 -1.745
N -1.100 1.599 -2.746
S -1.299 1.952 -0.022
H -1.231 5.434 -3.142
H -2.282 4.164 -3.791
H -0.498 3.995 -3.857
H -1.475 4.320 -1.128
H -1.150 1.930 -3.700
H -1.313 0.615 -2.551
C -3.861 -1.165 -3.057
C -2.863 -1.879 -2.154
C -3.602 -2.708 -1.103
C -1.927 -2.749 -2.973
N -2.089 -0.747 -1.509
N -1.171 -1.208 -0.488
H -4.492 -1.899 -3.558
H -3.355 -0.582 -3.829
H -4.524 -0.504 -2.487
H -4.254 -3.432 -1.592
H -4.238 -2.080 -0.470
H -2.929 -3.299 -0.471
H -2.514 -3.472 -3.540
H -1.230 -3.331 -2.360
H -1.362 -2.148 -3.690
H -2.784 -0.207 -0.996
H -0.450 -1.749 -0.970
H -1.667 -1.873 0.101
*
```

Its expectation value of S² is 1.0633. For the HOMO-LUMO gap (alpha / beta), the calculation gives 4.92 / 6.58 eV.

---

Version b
ORCA calculation (ωB97M-V/def2-TZVPD) on C36H40N9PS2V as an isolated structure.

The geometry in ORCA input format:
```
! RIJCOSX wB97M-V def2-TZVPD def2/J DEFGRID3
* xyz 4 2
V -0.106 0.539 0.298
N 0.056 0.378 2.471
C 1.371 0.314 3.144
C 1.459 0.273 4.521
C 2.719 0.212 5.109
C 3.869 0.196 4.325
C 3.773 0.229 2.943
C 2.511 0.292 2.350
P 2.278 0.389 0.583
C 2.102 2.123 0.137
C 2.102 2.507 -1.229
C 2.195 3.838 -1.566
C 2.273 4.805 -0.561
C 2.263 4.443 0.790
C 2.169 3.117 1.145
C 3.696 -0.338 -0.214
C 4.696 0.465 -0.777
C 5.867 -0.133 -1.220
C 6.033 -1.510 -1.118
C 5.035 -2.307 -0.561
C 3.866 -1.725 -0.106
H -0.383 1.265 2.726
H -0.537 -0.343 2.876
H 0.569 0.286 5.141
H 2.800 0.170 6.188
H 4.843 0.152 4.795
H 4.666 0.207 2.330
H 2.076 1.766 -2.013
H 2.228 4.132 -2.607
H 2.361 5.851 -0.831
H 2.354 5.202 1.558
H 2.201 2.839 2.191
H 4.583 1.539 -0.845
H 6.656 0.480 -1.637
H 6.950 -1.966 -1.471
H 5.178 -3.376 -0.477
H 3.099 -2.346 0.346
S -5.208 -0.022 -4.888
N -3.611 -0.093 -5.011
C -3.139 -0.079 -3.774
C -1.739 -0.147 -3.405
C -0.697 -0.339 -4.320
C 0.596 -0.474 -3.855
C 0.845 -0.349 -2.499
N -0.133 -0.115 -1.607
C -1.424 -0.070 -2.054
C -2.467 -0.004 -1.035
N -2.047 0.022 0.257
C -2.965 -0.025 1.224
C -4.328 -0.092 0.960
C -4.761 -0.069 -0.350
C -3.814 -0.014 -1.379
C -4.148 -0.011 -2.789
N -5.372 0.030 -3.291
H -0.925 -0.409 -5.378
H 1.417 -0.668 -4.531
H 1.853 -0.447 -2.117
H -2.619 -0.014 2.250
H -5.029 -0.161 1.782
H -5.816 -0.109 -0.599
C -4.593 3.906 1.469
N -3.217 3.388 1.393
C -2.581 3.155 0.272
N -3.191 3.315 -0.891
S -0.852 2.770 0.280
H -4.906 3.901 2.508
H -5.271 3.268 0.901
H -4.642 4.930 1.094
H -2.675 3.367 2.243
H -4.106 3.743 -0.952
H -2.657 3.266 -1.744
C -2.469 -4.292 -0.551
C -1.087 -3.974 -0.002
C -0.737 -4.904 1.160
C -0.040 -4.081 -1.105
N -1.173 -2.544 0.483
N 0.047 -1.827 0.551
H -2.525 -5.344 -0.836
H -2.688 -3.685 -1.433
H -3.241 -4.115 0.202
H -0.675 -5.939 0.820
H -1.507 -4.864 1.935
H 0.230 -4.648 1.604
H -0.108 -5.067 -1.560
H 0.985 -3.987 -0.731
H -0.217 -3.350 -1.906
H -1.637 -2.501 1.382
H 0.576 -2.110 -0.269
H 0.617 -2.081 1.362
*
```

Its expectation value of S² is 1.1048. For the HOMO-LUMO gap (alpha / beta), the calculation gives 5.58 / 7.12 eV.

---

Least stable: version b

---

Version a
ORCA calculation (ωB97M-V/def2-TZVPD) on one molecule with the formula C2H2N2O3.

The geometry in ORCA input format:
```
! RIJCOSX wB97M-V def2-TZVPD def2/J DEFGRID3
* xyz 0 1
O -2.004 -0.643 0.461
C -1.002 -0.084 0.176
N -0.631 1.257 0.407
C 0.514 1.450 0.084
O 1.117 0.374 -0.598
N 0.093 -0.656 -0.509
O 0.475 -1.682 0.322
H 0.954 2.521 0.005
H 0.483 -2.537 -0.350
*
```

As for the SMILES: O=c1ncon1O. For the HOMO-LUMO gap, the calculation gives 10.72 eV.

---

Version b
ORCA calculation (ωB97M-V/def2-TZVPD) on one molecule with the formula C2H2N2O3.

The geometry in ORCA input format:
```
! RIJCOSX wB97M-V def2-TZVPD def2/J DEFGRID3
* xyz 0 1
N 1.310 -0.669 -0.252
C 0.735 0.452 0.206
O 1.219 1.541 0.298
N -0.593 0.235 0.695
O -1.405 -0.879 0.117
C -1.770 0.396 0.039
O -2.600 1.115 -0.341
H 2.279 -0.640 -0.520
H 0.824 -1.550 -0.241
*
```

As for the SMILES: NC(=O)N1OC1=O. For the HOMO-LUMO gap, the calculation gives 11.51 eV.

---

Least stable: version a